1.
Formula: CH9N2
Source: the OMol25 dataset
Level of theory: ωB97M-V/def2-TZVPD

Values from the calculation:
Net charge: +1
Molecular weight in g mol⁻¹: 49.1
E_tot in hartree: -152.76913

Last column: natural (NBO) charge in e.
Atoms and positions in Å:
N  1.08878  -0.53382  -1.36321  -1.070
H  1.32180  -0.11641  -2.24751  0.401
H  1.88528  -1.12819  -1.16281  0.398
H  0.71889  0.28677  0.01906  0.462
H  0.30275  -1.13558  -1.59943  0.389
C  -1.23988  0.02639  0.86224  -0.431
N  0.06787  0.70302  0.82398  -0.712
H  -1.10227  -1.05259  0.86715  0.232
H  -1.78063  0.21076  -0.06707  0.232
H  -1.84003  0.40030  1.68336  0.244
H  -0.02215  1.66241  0.51447  0.427
H  0.59959  0.67694  1.66977  0.428

Force components x, y, z for each atom (eV/Å):
N 0.0 -0.3 0.0
H 0.2 0.6 -0.3
H 0.0 -0.3 0.1
H -1.0 -0.1 0.2
H 0.1 -0.2 0.2
C -0.5 -0.4 -0.5
N 0.9 0.0 -1.7
H 0.1 0.1 0.5
H 0.2 0.3 0.0
H 0.1 -0.2 0.2
H -0.2 0.5 0.3
H 0.1 0.0 0.9

---

2.
Formula: C5H11N3O
Source: the OMol25 dataset
Level of theory: ωB97M-V/def2-TZVPD

Values from the calculation:
Net charge: 0
Molecular weight in g mol⁻¹: 129.2
E_tot in hartree: -436.42747

Last column: natural (NBO) charge in e.
Atoms and positions in Å:
C  2.64077  -1.01562  0.40956  -0.414
N  1.74832  -0.11360  -0.28519  -0.301
C  1.51388  1.18806  0.30579  -0.244
C  0.26997  1.50035  -0.43886  -0.485
C  -0.32411  0.14291  -0.39194  0.353
N  -1.71920  -0.09885  -0.38728  -0.149
C  -2.54752  0.58309  0.58982  -0.453
O  -2.03041  -1.40784  -0.05821  -0.582
N  0.58830  -0.76775  -0.23761  -0.345
H  2.15179  -1.32552  1.48255  0.178
H  3.64903  -0.57716  0.60464  0.200
H  2.73913  -1.92307  -0.38662  0.221
H  2.38203  1.91724  -0.02782  0.216
H  1.25008  1.33151  1.41593  0.187
H  0.48625  1.54973  -1.65008  0.236
H  -0.20263  2.41955  0.07788  0.243
H  -3.60122  0.46590  0.08021  0.219
H  -2.67298  0.13421  1.65756  0.209
H  -2.36122  1.74321  0.91636  0.212
H  -1.21697  -2.00415  -0.18061  0.498

Force components x, y, z for each atom (eV/Å):
C 0.8 -2.0 0.4
N 3.7 0.0 1.9
C 2.3 2.5 -0.8
C -0.8 1.9 -2.3
C -1.6 -0.9 2.0
N 2.0 0.8 0.7
C -3.2 2.8 1.6
O 1.2 -3.2 -0.6
N -5.0 0.1 -1.5
H 1.2 0.4 -2.6
H -0.8 -0.2 -0.3
H 0.0 1.8 2.6
H -1.6 -1.5 1.1
H 0.8 -1.0 -1.1
H -0.3 0.8 2.9
H 0.0 -1.6 -1.6
H 1.7 0.7 1.4
H 0.8 0.0 -2.0
H -0.1 -2.7 -1.8
H -1.2 1.6 0.1

---

Question: Which of these has the lowest E_tot?
Answer: C5H11N3O

---

Question: Which value of E_tot does entry 1 give?
Answer: -152.76913 hartree